[1]
A structure of composition C18H36O16PS3Tl, computed with the ωB97M-V functional and the def2-TZVPD basis.

The geometry in ORCA input format:
```
! RIJCOSX wB97M-V def2-TZVPD def2/J DEFGRID3
* xyz 0 1
Tl -6.2084 2.5890 -1.2067
P -1.6651 1.3531 0.9836
O -1.8250 2.7386 0.3153
O -2.7873 1.4202 2.0230
O -0.2400 1.0150 1.4672
O -2.2567 0.3705 -0.1433
C 0.0995 -5.3064 2.0575
C -0.0259 -4.5082 3.3700
C -1.2679 -3.9749 3.9022
O -1.3862 -4.7563 5.0723
C -0.2540 -5.4787 5.2585
O -0.2567 -6.2484 6.2076
O 0.5211 -5.3211 4.3343
H 1.0724 -5.6608 1.7170
H -0.5228 -4.8422 1.2924
H -0.4000 -6.2568 2.2455
H 0.8272 -3.8324 3.3084
H -2.1048 -4.1104 3.2171
H -1.2665 -2.9133 4.1494
C 5.4874 -2.0766 -2.4095
C 3.9738 -2.5840 -2.3217
C 2.9864 -1.9761 -3.4057
O 2.7921 -3.0467 -4.3145
C 3.3092 -4.1892 -3.8586
O 3.2643 -5.2574 -4.3901
O 3.9890 -3.9641 -2.7881
H 6.1542 -2.7737 -1.9022
H 5.7524 -1.1121 -1.9763
H 5.7498 -1.9343 -3.4578
H 3.5017 -2.4446 -1.3492
H 3.1844 -1.2674 -4.2098
H 2.0030 -1.7973 -2.9708
C -3.2928 2.2873 9.9716
C -2.6392 0.9631 9.4726
C -1.3365 1.3893 8.8221
O -0.3372 0.5863 9.5163
C -0.8834 -0.1036 10.6193
O -0.2416 -0.5523 11.5689
O -2.1770 0.1299 10.6233
H -2.6949 2.7249 10.7710
H -4.2853 2.0676 10.3651
H -3.3293 3.0673 9.2111
H -3.4535 0.4410 8.9700
H -1.1657 2.4648 8.8684
H -1.2999 1.2907 7.7372
C 6.6636 5.9269 0.7353
S 5.1644 6.6322 -0.0729
O 5.4378 6.8241 -1.5538
C 4.1574 5.0588 0.0502
H 6.7304 4.9054 0.3609
H 6.3638 6.0197 1.7792
H 7.4819 6.6262 0.5636
H 4.6005 4.4462 -0.7351
H 3.1582 5.3030 -0.3105
H 3.9758 4.5063 0.9721
C -2.2619 5.4692 -8.3614
S -2.0635 5.2853 -6.4332
O -3.4488 4.7966 -5.9775
C -0.9767 3.7745 -6.3638
H -1.3672 5.9392 -8.7697
H -3.0828 6.1280 -8.6448
H -2.4885 4.5486 -8.8992
H -0.0630 4.3600 -6.4661
H -1.0051 3.0886 -7.2105
H -1.1037 3.2051 -5.4430
C -3.7608 -3.7613 -5.3699
S -5.1024 -2.8089 -6.2257
O -5.1442 -1.4088 -5.7301
C -4.2990 -2.9178 -7.9767
H -2.9959 -3.0483 -5.0621
H -3.2409 -4.4192 -6.0663
H -4.1733 -4.1156 -4.4253
H -4.8947 -2.8653 -8.8880
H -3.8350 -3.9007 -8.0583
H -3.4908 -2.2076 -8.1513
*
```

## Properties
LUMO: -3.35 eV
orbital gap: 5.520 eV
highest occupied orbital energy: -8.872 eV

Löwdin population analysis, charges in e, atoms 1 to 2: 0.9717 -0.0440



[2]
A cluster of 4 separate species, C18H37BClO11 in total, computed with the ωB97M-V functional and the def2-TZVPD basis.

The geometry in ORCA input format:
```
! RIJCOSX wB97M-V def2-TZVPD def2/J DEFGRID3
* xyz -1 1
C -2.1185 -1.9730 0.3812
C -2.7358 -3.1366 -0.4517
C -2.9092 -4.3674 0.4795
C -4.0097 -2.7272 -1.2426
C -5.3252 -2.9653 -0.4808
C -6.6773 -2.5976 -1.1562
O -7.5448 -2.7839 -0.0189
B -6.7424 -2.2417 1.1113
Cl -6.5134 -3.4630 2.5726
O -5.3514 -2.0588 0.6054
H -2.4328 -2.0447 1.4357
H -1.0203 -2.1248 0.3858
H -2.3236 -0.9760 -0.0340
H -1.9709 -3.4185 -1.2025
H -2.0537 -4.3585 1.1840
H -2.8988 -5.3132 -0.0875
H -3.8177 -4.3388 1.0995
H -3.8912 -1.6680 -1.5350
H -4.0425 -3.3065 -2.1889
H -5.4557 -4.0387 -0.2435
H -6.9635 -3.2270 -2.0215
H -6.8559 -1.5336 -1.4067
H -7.2898 -1.2351 1.4678
C 5.0522 -1.9222 0.8797
C 4.2643 -0.9449 1.7284
O 2.8638 -1.2378 1.6844
C 2.4668 -2.2409 2.4688
O 3.1677 -2.8888 3.1983
O 1.1588 -2.4051 2.2888
C 0.6044 -3.5009 3.0181
H 4.6524 -1.9542 -0.1353
H 6.1032 -1.6327 0.8380
H 4.9884 -2.9328 1.2842
H 4.3796 0.0628 1.3299
H 4.6222 -0.9293 2.7586
H 0.8553 -3.4402 4.0761
H 0.9545 -4.4431 2.5963
H -0.4767 -3.4524 2.9125
C -4.6564 3.4031 -4.4946
C -3.2003 3.1443 -4.8249
O -2.3488 3.5132 -3.7350
C -2.2876 2.6206 -2.7436
O -2.8564 1.5677 -2.7072
O -1.4887 3.1124 -1.7961
C -1.3921 2.2816 -0.6364
H -4.7969 4.4371 -4.1743
H -5.2866 3.2129 -5.3644
H -4.9930 2.7629 -3.6791
H -2.8973 3.7627 -5.6700
H -3.0325 2.1039 -5.1065
H -1.1194 1.2611 -0.9005
H -2.3337 2.2936 -0.0880
H -0.6126 2.6961 -0.0010
C 4.7960 4.4313 -0.3307
C 6.2519 4.1827 -0.6694
O 7.1080 4.5446 0.4224
C 7.1823 3.6475 1.4037
O 6.6199 2.5887 1.4392
O 7.9811 4.1399 2.3515
C 8.0924 3.3034 3.5025
H 4.6520 5.4609 0.0010
H 4.1634 4.2477 -1.1997
H 4.4649 3.7811 0.4793
H 6.5482 4.8114 -1.5086
H 6.4241 3.1465 -0.9632
H 8.3755 2.2886 3.2271
H 7.1528 3.2994 4.0548
H 8.8704 3.7247 4.1347
*
```

## Properties
LUMO: 1.81 eV
orbital gap: 6.473 eV
highest occupied orbital energy: -4.667 eV

Löwdin population analysis, charges in e, atoms 1 to 2: -0.0786 -0.3922



[3]
A structure of composition C18H37BrCrF6O7PS2, computed with the ωB97M-V functional and the def2-TZVPD basis.

The geometry in ORCA input format:
```
! RIJCOSX wB97M-V def2-TZVPD def2/J DEFGRID3
* xyz -1 5
Cr -2.9845 0.3102 -5.8361
Br -3.9442 1.1795 -8.0424
O -4.1919 -0.7742 -4.7369
H -4.6481 -1.5709 -4.5282
C 2.3452 -5.5136 2.2020
C 1.9536 -4.6806 0.9740
C 1.1209 -3.4443 1.2576
C 1.9324 -2.3927 2.0623
P 1.2098 -0.7435 2.1097
C -0.4300 -0.9455 2.8678
C -1.0265 0.1057 3.8147
C -1.8169 1.2001 3.0565
C -2.0263 2.4130 3.9514
C 2.2404 0.4388 3.0313
C 1.7868 1.8955 3.1929
C 2.7601 2.6028 4.1571
C 2.4996 4.0905 4.3081
C 1.0174 -0.0840 0.4167
C -0.3113 -0.3900 -0.2825
C -0.3528 -0.0452 -1.7629
C -1.6970 -0.4008 -2.3457
H 2.8775 -4.8297 2.8723
H 3.0030 -6.3263 1.9157
H 1.4749 -5.8177 2.7827
H 1.3659 -5.2905 0.2774
H 2.8098 -4.4496 0.3340
H 0.2560 -3.6811 1.8805
H 0.7832 -2.9786 0.3295
H 2.9498 -2.2661 1.6853
H 1.8958 -2.8136 3.0710
H -0.3727 -1.9107 3.3846
H -1.1573 -1.1446 2.0748
H -0.2417 0.4922 4.4689
H -1.7395 -0.4208 4.4499
H -2.7898 0.7310 2.8972
H -1.3337 1.4379 2.1119
H -2.0008 2.2439 5.0285
H -2.9190 2.9838 3.6997
H -1.1833 3.0975 3.7896
H 3.2721 0.3486 2.6619
H 2.5166 -0.0012 4.0051
H 0.7615 2.0201 3.5185
H 2.0009 2.3907 2.2400
H 3.8067 2.4223 3.9074
H 2.5656 2.1092 5.1193
H 2.9876 4.4508 5.2117
H 1.4300 4.2913 4.4134
H 2.8160 4.6442 3.4238
H 1.7933 -0.5464 -0.2047
H 1.1742 0.9903 0.5150
H -1.0432 0.2064 0.2801
H -0.7175 -1.3963 -0.1251
H 0.4175 -0.6086 -2.2961
H -0.1664 1.0244 -1.8814
H -1.9489 -1.4616 -2.2399
H -1.7362 -0.1756 -3.4003
H -2.5760 0.1176 -1.9530
C -3.1405 4.4459 -3.8087
F -3.4612 5.0977 -4.9168
F -2.6942 5.3090 -2.8976
F -4.2396 3.8553 -3.3352
S -1.8166 3.1637 -4.1976
O -2.5868 2.1084 -4.8645
O -0.8977 3.8093 -5.1251
O -1.2478 2.8222 -2.9092
C 1.0755 -1.8783 -5.3826
F 0.5857 -2.6896 -4.4371
F 1.3857 -0.7135 -4.7980
F 2.1733 -2.4110 -5.8909
S -0.2217 -1.5763 -6.7066
O -1.2913 -0.8695 -5.9875
O 0.4128 -0.6890 -7.6831
O -0.5043 -2.9188 -7.1759
*
```

## Properties
LUMO (spin up / spin down): 0.65 / 0.65 eV
orbital gap (spin up / spin down): 3.976 / 5.131 eV
highest occupied orbital energy (spin up / spin down): -3.326 / -4.481 eV

Löwdin population analysis, charges in e, atoms 1 to 2: 0.4481 -0.2089



[4]
A cluster of 3 separate species, C18H37BrN2O11P3 in total, computed with the ωB97M-V functional and the def2-TZVPD basis.

The geometry in ORCA input format:
```
! RIJCOSX wB97M-V def2-TZVPD def2/J DEFGRID3
* xyz 1 1
C 6.8327 -1.9912 -3.6239
C 6.1508 -3.3775 -3.6298
O 5.3275 -3.5664 -2.4615
C 4.0073 -3.3249 -2.6934
O 3.6638 -2.4481 -3.4397
C 3.0595 -4.2123 -1.9114
C 2.1920 -5.1044 -2.8092
C 1.3741 -4.3554 -3.8810
C 0.0759 -3.7517 -3.3978
C -0.2302 -3.3702 -2.1111
C -1.4732 -2.7748 -1.8009
P -1.8410 -2.2487 -0.0685
O -3.1069 -1.1932 -0.2136
Br -0.0246 -1.0068 0.3980
C -2.4209 -2.6133 -2.8304
C -2.0880 -3.0433 -4.1125
C -3.1319 -2.9022 -5.2402
N -3.0272 -3.8731 -6.3101
N -0.8840 -3.5645 -4.3446
H 6.7085 -1.5928 -2.6123
H 7.9065 -2.1235 -3.7610
H 6.3952 -1.2851 -4.3263
H 5.6243 -3.5989 -4.5581
H 6.9441 -4.1238 -3.5391
H 2.5025 -3.5826 -1.2159
H 3.6764 -4.8721 -1.2936
H 2.7645 -5.8944 -3.2970
H 1.4749 -5.6244 -2.1625
H 1.9371 -3.5728 -4.4002
H 1.0974 -5.0924 -4.6481
H 0.4809 -3.5213 -1.3119
H -2.9133 -0.6139 -0.9679
H -3.3756 -2.1654 -2.5873
H -4.1159 -2.9998 -4.7786
H -3.0644 -1.8787 -5.6197
H -3.2342 -4.8120 -6.0017
H -2.1376 -3.8323 -6.7858
H -0.6885 -3.8349 -5.3006
C -0.4341 2.3448 1.0723
O -0.7166 3.3263 0.0783
P -1.4235 4.7682 0.6377
O -2.7589 4.0793 0.8726
O -1.2919 5.4840 -0.8025
C -1.6203 4.7659 -1.9832
O -1.9629 6.2252 1.2985
C -1.9771 6.2991 2.7337
H 0.1423 1.5473 0.6112
H 0.1475 2.7846 1.8826
H -1.3645 1.9314 1.4671
H -2.4082 4.0351 -1.7955
H -0.7365 4.2633 -2.3767
H -1.9718 5.4863 -2.7194
H -0.9821 6.0967 3.1301
H -2.6866 5.5751 3.1365
H -2.2801 7.3012 3.0267
C -0.8802 1.1829 8.4490
O -1.2741 1.4173 7.0885
P -0.9292 2.9458 6.4436
O -2.0162 3.5855 7.2903
O -1.4374 2.5727 4.9544
C -2.6465 1.8401 4.7812
O -0.3637 4.4428 5.9091
C 0.5010 5.1489 6.8141
H -1.0126 0.1230 8.6558
H 0.1665 1.4410 8.6075
H -1.5109 1.7632 9.1225
H -3.3702 2.0497 5.5689
H -2.4263 0.7724 4.7652
H -3.0817 2.1211 3.8228
H 1.3727 4.5485 7.0766
H -0.0452 5.4221 7.7180
H 0.8406 6.0517 6.3118
*
```

## Properties
LUMO: -4.50 eV
orbital gap: 5.987 eV
highest occupied orbital energy: -10.485 eV

Löwdin population analysis, charges in e, atoms 1 to 2: -0.0538 -0.2073



[5]
A cluster of 13 separate species, C18H37Cl24FO4P in total, computed with the ωB97M-V functional and the def2-TZVPD basis.

The geometry in ORCA input format:
```
! RIJCOSX wB97M-V def2-TZVPD def2/J DEFGRID3
* xyz -1 1
C 2.6564 2.1183 -0.2407
C 1.7521 1.6139 -1.4716
O 0.3208 1.8383 -1.3223
C -0.0067 3.2270 -1.0746
C 0.6017 4.3887 -2.0126
C 0.6532 5.8409 -1.2811
O -0.3834 6.3704 -0.7960
F 1.9293 6.5369 -1.1582
C -1.5960 3.2549 -1.5181
O -2.1781 2.2655 -0.6010
P -1.4518 2.5865 0.9747
O -0.1054 3.5637 0.3476
H 3.7651 1.9567 -0.5603
H 2.5543 3.2301 0.0038
H 2.5038 1.4231 0.6674
H 1.8904 0.4589 -1.5233
H 2.2045 2.0207 -2.4455
H -0.1300 4.5369 -2.9005
H 1.6266 4.1654 -2.4685
H -1.9205 4.3344 -1.2377
H -1.6630 3.0033 -2.6477
H -2.4654 1.7322 1.6074
H -2.3834 3.7056 1.0124
H -0.8796 2.8480 2.2759
H -0.6535 1.3688 1.0349
C 1.3981 2.6228 -5.7785
Cl 0.3300 3.6864 -6.7040
Cl 0.6685 2.1736 -4.2333
H 1.5858 1.7183 -6.3568
H 2.3377 3.1419 -5.5898
C 2.7975 -2.7630 -1.4131
Cl 3.0111 -2.9737 0.3299
Cl 3.0904 -1.0896 -1.8987
H 3.4988 -3.4141 -1.9342
H 1.7760 -3.0312 -1.6809
C 4.9352 -4.4977 3.3681
Cl 3.9645 -3.0284 3.5191
Cl 5.7864 -4.8591 4.8756
H 4.2797 -5.3315 3.1237
H 5.6669 -4.3585 2.5731
C 4.3335 -4.2066 8.2696
Cl 3.1398 -5.4760 8.5676
Cl 5.2280 -3.8131 9.7431
H 5.0352 -4.5515 7.5106
H 3.8197 -3.3129 7.9177
C -0.8655 -0.4236 -7.1236
Cl 0.5777 0.0658 -8.0217
Cl -0.6555 -2.0220 -6.3994
H -1.0531 0.3021 -6.3324
H -1.7138 -0.4528 -7.8062
C -4.9791 1.5436 -1.4622
Cl -4.9450 1.6790 -3.2264
Cl -6.5914 1.9006 -0.8258
H -4.7043 0.5270 -1.1788
H -4.2647 2.2502 -1.0382
C -8.7512 4.5838 0.7705
Cl -9.6370 3.0564 0.8544
Cl -8.8718 5.4773 2.2914
H -7.7019 4.3732 0.5654
H -9.1691 5.1916 -0.0311
C -5.2883 -2.6776 -0.3083
Cl -4.6509 -3.2246 -1.8640
Cl -4.5361 -1.1564 0.1897
H -6.3644 -2.5322 -0.3983
H -5.0806 -3.4349 0.4455
C 4.6851 -7.7285 0.5028
Cl 3.7157 -6.2589 0.6596
Cl 5.5381 -8.0940 2.0077
H 4.0279 -8.5617 0.2567
H 5.4156 -7.5872 -0.2929
C -3.6331 -5.6388 1.9199
Cl -3.6014 -5.5140 0.1563
Cl -5.2508 -5.3105 2.5549
H -3.3373 -6.6468 2.2090
H -2.9357 -4.9161 2.3381
C 4.2771 7.3592 1.3131
Cl 4.7651 5.6916 1.6353
Cl 5.3012 8.5061 2.1878
H 4.3618 7.5524 0.2446
H 3.2439 7.4930 1.6311
C 0.0184 -4.0797 2.9419
Cl -0.9644 -3.5916 1.5562
Cl -0.9956 -4.5652 4.3074
H 0.6469 -4.9209 2.6513
H 0.6430 -3.2403 3.2458
*
```

## Properties
LUMO: 1.32 eV
orbital gap: 5.490 eV
highest occupied orbital energy: -4.171 eV

Löwdin population analysis, charges in e, atoms 1 to 2: -0.0846 -0.3455



[6]
A cluster of 5 separate species, C18H37FNO5PS in total, computed with the ωB97M-V functional and the def2-TZVPD basis.

The geometry in ORCA input format:
```
! RIJCOSX wB97M-V def2-TZVPD def2/J DEFGRID3
* xyz 0 1
N -4.8227 -6.8684 -11.0477
P -3.3763 -7.1257 -10.0637
S -1.9879 -5.6324 -10.6814
C -3.9834 -6.8204 -8.2671
C -4.0251 -5.2220 -8.0926
O -4.8884 -4.4758 -8.5687
F -2.9453 -4.6448 -7.3573
H -4.5233 -7.0601 -12.0232
H -5.5430 -7.5514 -10.7585
H -2.5125 -4.3952 -10.2992
H -3.1846 -7.2539 -7.5684
H -5.0044 -7.3111 -8.1384
C -2.6139 -0.5445 -5.6108
C -2.8557 -2.0200 -5.3867
C -2.1622 -2.2550 -4.0595
O -2.2539 -1.0292 -3.3194
C -2.7055 0.0075 -4.2020
H -3.3256 -0.0817 -6.2966
H -1.6051 -0.3899 -6.0079
H -3.9296 -2.2087 -5.2858
H -2.4720 -2.6545 -6.1859
H -1.1001 -2.4825 -4.2007
H -2.6186 -3.0650 -3.4857
H -3.7412 0.2460 -3.9359
H -2.0947 0.9022 -4.0610
C -0.2990 -0.0190 -0.4692
C 0.5103 0.3684 0.7494
C 1.9310 0.1664 0.2616
O 1.9255 0.4260 -1.1496
C 0.5659 0.5002 -1.5994
H -1.3072 0.3985 -0.4786
H -0.3791 -1.1093 -0.5307
H 0.3430 1.4246 0.9855
H 0.2773 -0.2207 1.6377
H 2.2596 -0.8678 0.4110
H 2.6419 0.8321 0.7549
H 0.3429 1.5505 -1.8192
H 0.4497 -0.0801 -2.5174
C 2.1949 3.1032 4.7520
C 1.2134 2.1406 5.3812
C 0.8784 1.2273 4.2182
O 2.0417 1.1773 3.3807
C 2.9546 2.2018 3.7996
H 2.8434 3.6035 5.4732
H 1.6530 3.8701 4.1886
H 1.7094 1.5701 6.1737
H 0.3344 2.6256 5.8093
H 0.0528 1.6300 3.6214
H 0.6147 0.2171 4.5406
H 3.7974 1.7143 4.3020
H 3.3327 2.7373 2.9257
C 3.6595 5.1033 10.1280
C 4.0508 3.6883 9.7654
C 3.3123 3.4823 8.4576
O 3.2242 4.7662 7.8237
C 3.6079 5.7740 8.7695
H 4.3536 5.5886 10.8162
H 2.6644 5.1078 10.5851
H 5.1313 3.6339 9.5969
H 3.7864 2.9504 10.5248
H 2.2919 3.1229 8.6291
H 3.8225 2.7793 7.7944
H 4.5934 6.1512 8.4756
H 2.8945 6.6003 8.7359
*
```

## Properties
LUMO: 0.54 eV
orbital gap: 9.318 eV
highest occupied orbital energy: -8.778 eV

Löwdin population analysis, charges in e, atoms 1 to 2: -0.2657 0.5081



[7]
A structure of composition C18H37FeOP3S, computed with the ωB97M-V functional and the def2-TZVPD basis.

The geometry in ORCA input format:
```
! RIJCOSX wB97M-V def2-TZVPD def2/J DEFGRID3
* xyz 3 6
Fe 0.2545 0.2882 0.3180
P 2.0315 0.9041 1.6213
P -1.0899 0.2466 2.1445
P -1.2432 1.7364 -0.8879
H 0.0325 -1.9848 -4.2200
C 0.2861 -0.9243 -4.3289
C 1.3816 -0.2747 -3.8124
H 2.3991 -0.7592 -3.7717
C 3.1945 -0.1806 2.5709
C 1.7225 2.1215 2.9726
C 3.1858 1.8486 0.5708
C -2.5679 -0.7439 1.8251
C -0.5282 -0.4977 3.7241
C -1.7811 1.7786 2.8841
C -1.0789 1.9297 -2.6823
C -0.6026 3.3000 -0.1613
C -3.0037 1.7410 -0.5185
H -0.3039 -0.3141 -5.0174
H 1.3367 0.8345 -3.8095
H 3.3279 -1.1425 2.0626
H 2.8113 -0.3752 3.5821
H 4.1745 0.3070 2.6675
H 1.4207 1.6488 3.9161
H 0.9587 2.8454 2.6725
H 2.6489 2.6822 3.1499
H 3.5934 1.2077 -0.2187
H 4.0063 2.2394 1.1890
H 2.6501 2.6853 0.1053
H -3.0812 -0.8369 2.7880
H -2.2768 -1.7327 1.4523
H -3.2232 -0.2379 1.1123
H -1.4404 -0.6641 4.3099
H 0.1294 0.1574 4.3028
H -0.0307 -1.4599 3.5769
H -2.4888 1.4155 3.6417
H -2.3205 2.3898 2.1554
H -0.9951 2.3590 3.3854
H -1.9047 2.5713 -3.0127
H -1.1434 0.9692 -3.2035
H -0.1220 2.3991 -2.9398
H -0.9832 4.1335 -0.7657
H 0.4968 3.3296 -0.1869
H -0.9345 3.4498 0.8752
H -3.4866 2.5117 -1.1286
H -3.2146 1.9380 0.5365
H -3.4434 0.7785 -0.7925
C 0.3428 -2.3173 -1.7937
C -1.0116 -2.6083 -2.1193
C -1.3790 -3.9438 -2.2875
C -0.3588 -4.9261 -2.3663
C 0.9935 -4.6054 -2.2326
C 1.3423 -3.2785 -1.9735
S 0.9032 -0.6477 -1.5776
H -0.8429 -0.0948 -0.8979
H -1.6761 -1.7704 -2.4169
H -2.4282 -4.2780 -2.3935
H -0.6367 -5.9530 -2.5877
H 1.8091 -5.3198 -2.3035
H 2.3874 -2.9662 -1.9570
O 1.0470 -2.5127 1.2398
C 0.7535 -1.3968 1.0125
*
```

## Properties
ΔE to the lowest compared entry with this formula, charge and spin: 0.0 kcal per mole
LUMO (spin up / spin down): -10.12 / -12.16 eV
orbital gap (spin up / spin down): 6.782 / 5.723 eV
highest occupied orbital energy (spin up / spin down): -16.902 / -17.880 eV

Löwdin population analysis, charges in e, atoms 1 to 2: -0.1383 0.8038